1.
# C36H59N3O21S

A cluster of 6 separate species, C36H59N3O21S in total (ωB97M-V/def2-TZVPD, the Open Molecules 2025 dataset).

Properties
Relative energy (zero: lowest compared OMol25 entry of this formula, charge and spin) ... 127.4 kcal/mol
Max |F| ... 7.16 eV/A
SMILES ... C#CCCC[C@]1(CON=O)OS(=O)(=O)O[C@@]1(CCCCCN)NCCC.C[C@@H]1COC(=O)O1.C[C@@H]1COC(=O)O1.C[C@@H]1COC(=O)O1.C[C@@H]1COC(=O)O1.C[C@@H]1COC(=O)O1

The geometry in ORCA input format:
```
! wB97M-V def2-TZVPD RIJCOSX def2/J DEFGRID3
* xyz 0 1
C 7.313 -1.448 1.914
C 7.746 -1.963 0.770
C 8.037 -2.752 -0.630
C 6.827 -2.559 -1.703
C 5.839 -3.833 -1.806
C 4.729 -3.912 -0.609
C 3.840 -2.557 -0.362
O 4.565 -1.524 0.367
N 4.402 -0.294 -0.182
O 3.256 0.081 -0.067
O 5.512 -4.214 0.616
S 5.943 -5.866 0.707
O 7.440 -6.150 0.550
O 5.657 -6.377 2.112
O 4.928 -6.343 -0.552
C 3.881 -5.316 -0.771
C 3.260 -5.676 -2.215
C 2.019 -4.747 -2.675
C 0.555 -5.391 -2.445
C -0.284 -4.766 -1.215
C -0.291 -3.149 -1.153
N -1.326 -2.617 -0.203
N 2.924 -5.475 0.369
C 2.612 -6.913 0.652
C 1.261 -7.088 1.570
C 1.276 -6.089 2.857
H 6.595 -0.966 2.688
H 9.038 -2.298 -1.016
H 8.268 -3.871 -0.426
H 6.257 -1.555 -1.570
H 7.350 -2.471 -2.744
H 5.216 -3.699 -2.787
H 6.477 -4.790 -1.896
H 2.905 -2.851 0.271
H 3.525 -2.187 -1.417
H 4.082 -5.552 -3.035
H 2.934 -6.793 -2.279
H 2.133 -4.600 -3.828
H 2.175 -3.707 -2.210
H 0.713 -6.527 -2.236
H -0.066 -5.350 -3.432
H -1.397 -5.084 -1.378
H 0.001 -5.187 -0.174
H 0.747 -2.844 -0.703
H -0.318 -2.644 -2.200
H -1.133 -1.593 -0.073
H -1.053 -3.025 0.725
H 2.075 -4.898 0.259
H 2.405 -7.545 -0.308
H 3.454 -7.430 1.272
H 0.292 -7.008 0.938
H 1.307 -8.159 1.992
H 2.334 -6.101 3.325
H 0.914 -5.020 2.584
H 0.510 -6.501 3.632
C -6.485 0.307 0.115
C -5.125 -0.184 0.564
C -4.608 0.526 1.779
O -3.200 0.457 1.605
C -2.978 0.383 0.263
O -1.903 0.534 -0.263
O -4.132 0.116 -0.412
H -6.884 -0.348 -0.664
H -7.197 0.327 0.943
H -6.418 1.308 -0.323
H -5.143 -1.270 0.713
H -4.906 0.030 2.706
H -4.903 1.579 1.829
C 0.732 2.783 -0.847
C 1.504 3.914 -0.201
C 1.973 3.596 1.188
O 2.005 4.875 1.807
C 1.080 5.640 1.164
O 0.680 6.703 1.559
O 0.663 5.044 0.010
H 0.559 3.000 -1.905
H 1.274 1.836 -0.776
H -0.254 2.665 -0.388
H 2.337 4.221 -0.843
H 2.965 3.139 1.195
H 1.283 2.956 1.746
C 0.426 9.132 3.186
C 1.198 10.266 3.829
C 1.667 9.952 5.220
O 1.698 11.231 5.835
C 0.772 11.996 5.190
O 0.373 13.058 5.583
O 0.356 11.396 4.037
H 0.254 9.347 2.128
H 0.967 8.187 3.259
H -0.560 9.016 3.645
H 2.031 10.572 3.186
H 2.659 9.495 5.228
H 0.976 9.312 5.779
C -0.586 7.990 -1.760
C -1.498 7.716 -2.938
C -2.846 7.192 -2.537
O -3.217 6.397 -3.653
C -2.057 5.971 -4.229
O -1.986 5.106 -5.058
O -0.984 6.658 -3.740
H 0.311 8.519 -2.094
H -1.082 8.600 -1.002
H -0.245 7.057 -1.302
H -1.588 8.610 -3.565
H -3.570 7.994 -2.377
H -2.819 6.555 -1.647
C -9.692 -3.328 -2.627
C -9.096 -3.627 -1.267
C -10.113 -4.073 -0.257
O -9.550 -3.630 0.969
C -8.774 -2.550 0.672
O -8.323 -1.790 1.487
O -8.573 -2.443 -0.673
H -8.896 -3.169 -3.360
H -10.322 -4.149 -2.978
H -10.283 -2.407 -2.604
H -8.281 -4.353 -1.360
H -10.242 -5.157 -0.253
H -11.091 -3.599 -0.384
*
```


2.
# C36H60N2O19P

A cluster of 5 separate species, C36H60N2O19P in total (ωB97M-V/def2-TZVPD, the Open Molecules 2025 dataset).

Properties
Relative energy (zero: lowest compared OMol25 entry of this formula, charge and spin) ... 429.7 kcal/mol
Max |F| ... 9.74 eV/A

The geometry in ORCA input format:
```
! wB97M-V def2-TZVPD RIJCOSX def2/J DEFGRID3
* xyz 1 1
C 4.800 4.541 -0.556
C 3.219 4.199 -0.977
C 2.871 2.664 -0.464
N 2.328 2.816 0.959
C 3.387 2.864 2.074
C 3.040 3.045 3.669
C 1.438 3.182 4.069
C 1.084 3.413 5.653
O 0.834 4.634 6.203
O 1.065 2.279 6.621
C -0.312 1.887 6.957
N -0.857 0.877 5.926
C 0.303 3.122 2.887
P -1.574 3.286 3.197
O -1.994 3.466 4.710
O -2.440 1.875 2.603
O -2.177 4.725 2.351
C 0.856 2.914 1.322
C -0.251 2.810 0.116
C -0.658 1.225 -0.225
C -1.767 1.280 -1.455
O -3.103 1.605 -0.919
O 3.147 4.378 -2.435
C 1.767 4.312 -2.942
C 0.777 5.512 -2.418
C -0.863 5.215 -2.563
C -2.037 6.254 -2.078
C -1.555 7.701 -1.435
C 0.063 8.013 -1.295
C 1.250 6.952 -1.780
H 5.447 3.696 -1.046
H 4.954 4.641 0.601
H 5.018 5.615 -1.023
H 2.564 4.939 -0.351
H 3.928 2.125 -0.337
H 2.150 2.077 -1.180
H 4.540 2.768 1.794
H 3.828 3.100 4.533
H -0.346 1.335 8.010
H -1.022 2.821 7.061
H -0.350 1.056 5.019
H -1.891 1.082 5.799
H -3.203 2.177 2.028
H -1.486 5.452 2.364
H 0.175 3.241 -0.887
H -1.265 3.358 0.323
H -1.075 0.661 0.739
H 0.298 0.661 -0.628
H -1.753 0.228 -2.013
H -1.520 2.105 -2.270
H -3.451 0.848 -0.346
H 1.842 4.441 -4.126
H 1.246 3.257 -2.786
H -1.235 4.174 -3.008
H -3.180 5.929 -2.197
H -2.394 8.470 -1.074
H 0.342 9.061 -0.797
H 2.413 7.190 -1.666
C -2.408 -2.960 4.969
C -3.113 -1.731 5.517
O -4.476 -2.028 5.845
C -4.667 -2.682 7.018
O -3.796 -3.022 7.802
O -5.997 -2.918 7.157
C -6.329 -3.682 8.313
H -2.971 -3.385 4.131
H -1.400 -2.710 4.631
H -2.332 -3.744 5.729
H -3.134 -0.952 4.748
H -2.585 -1.315 6.383
H -5.904 -3.239 9.220
H -5.984 -4.713 8.188
H -7.418 -3.691 8.413
C -1.824 0.770 -8.581
C -1.925 1.433 -7.217
O -0.806 1.080 -6.395
C 0.346 1.749 -6.654
O 0.500 2.612 -7.504
O 1.306 1.273 -5.822
C 2.597 1.834 -6.051
H -1.691 -0.311 -8.474
H -2.723 0.962 -9.171
H -0.960 1.143 -9.139
H -2.822 1.071 -6.704
H -2.020 2.521 -7.302
H 2.564 2.928 -6.041
H 2.997 1.468 -7.002
H 3.259 1.502 -5.247
C -3.684 -7.382 1.296
C -3.521 -5.890 1.528
O -2.174 -5.477 1.267
C -1.851 -5.325 -0.042
O -2.598 -5.499 -0.991
O -0.543 -4.972 -0.115
C -0.048 -4.866 -1.447
H -2.941 -7.945 1.870
H -4.684 -7.712 1.586
H -3.530 -7.637 0.242
H -3.724 -5.663 2.580
H -4.231 -5.307 0.930
H -0.675 -4.205 -2.055
H 0.017 -5.860 -1.900
H 0.958 -4.439 -1.403
C 6.408 -6.684 -4.530
C 5.703 -5.455 -3.981
O 4.340 -5.752 -3.654
C 4.149 -6.406 -2.481
O 5.020 -6.746 -1.697
O 2.820 -6.642 -2.342
C 2.487 -7.406 -1.185
H 5.845 -7.109 -5.368
H 7.416 -6.434 -4.868
H 6.484 -7.468 -3.770
H 5.682 -4.676 -4.751
H 6.231 -5.039 -3.116
H 2.912 -6.963 -0.278
H 2.832 -8.437 -1.310
H 1.398 -7.415 -1.086
*
```


no.,DFT total energy (a.u.),LUMO level (eV)
1,-3549.287592,-1.0422
2,-3287.262806,-5.4453